No. 1
Entry from the OMol25 dataset: a 16-piece molecular cluster, C78H98N10O38S6 overall at a distorted geometry (ωB97M-V with the def2-TZVPD basis set).

The geometry in ORCA input format:
```
! RIJCOSX wB97M-V def2-TZVPD def2/J DEFGRID3
* xyz 0 1
S 19.922 19.036 11.038
S 13.155 27.330 18.898
S 12.074 25.010 8.731
S 21.122 27.585 15.475
S 9.829 21.596 13.775
S 17.847 26.077 10.076
O 15.347 24.049 16.416
O 12.969 28.137 17.731
O 15.194 28.486 12.035
O 9.261 20.618 12.845
O 16.656 25.310 15.340
O 12.183 27.351 19.938
O 22.211 27.100 16.317
O 17.996 23.016 19.735
O 18.835 25.839 9.090
O 15.171 33.118 14.591
O 11.751 25.903 7.675
O 20.378 28.747 15.781
O 17.028 17.869 11.293
O 16.219 24.223 19.842
O 19.669 18.035 10.050
O 15.653 21.296 20.456
O 12.605 25.822 10.009
O 23.233 23.921 13.254
O 12.323 18.411 17.321
O 11.134 24.052 9.238
O 15.093 17.995 10.459
O 19.609 18.846 12.400
O 15.014 22.517 22.153
O 14.315 11.698 14.027
O 19.230 20.418 10.590
O 21.221 17.467 17.796
O 10.176 21.234 15.130
O 13.511 19.715 16.070
O 16.890 25.083 10.342
O 11.171 22.176 13.166
O 13.960 32.364 16.135
O 21.669 27.832 13.996
O 13.683 29.556 13.101
O 13.093 13.320 13.310
O 18.537 26.400 11.474
O 22.134 22.227 12.537
O 21.248 19.393 18.830
O 14.531 27.865 19.444
N 12.694 18.758 16.215
N 14.886 32.240 15.380
N 16.166 24.203 15.552
N 22.445 23.042 13.413
N 16.023 17.346 10.878
N 17.396 24.087 19.636
N 14.240 28.519 12.824
N 14.865 22.031 21.048
N 20.716 18.547 18.162
N 13.997 12.847 13.978
C 12.496 22.048 18.166
C 19.867 27.478 19.131
C 19.483 25.272 19.987
C 15.682 16.027 15.002
C 19.222 18.535 16.230
C 16.280 15.652 16.200
C 21.576 23.511 17.100
C 10.534 26.705 11.047
C 11.618 16.754 15.223
C 16.915 19.344 16.448
C 19.944 22.067 15.972
C 11.863 27.036 10.345
C 22.183 23.699 15.848
C 11.366 22.925 20.122
C 15.245 28.148 21.874
C 14.858 15.138 14.245
C 22.968 27.289 13.657
C 20.453 22.672 17.118
C 19.966 26.321 11.438
C 12.139 26.178 14.835
C 13.646 21.994 18.928
C 17.000 27.561 9.687
C 13.635 24.207 8.422
C 16.852 13.781 11.062
C 15.600 13.189 10.701
C 15.945 28.752 16.023
C 17.683 22.463 12.707
C 13.776 24.949 13.604
C 17.047 15.135 11.095
C 20.572 22.176 14.773
C 12.637 18.416 13.749
C 16.082 20.997 13.784
C 15.232 29.917 16.117
C 19.446 18.884 17.541
C 11.226 22.348 11.686
C 12.318 17.643 12.604
C 8.733 22.904 13.904
C 11.350 22.522 18.792
C 15.889 15.915 10.766
C 14.280 26.121 13.070
C 16.738 30.883 14.533
C 17.208 19.686 17.736
C 11.794 21.079 11.079
C 11.649 16.419 12.794
C 17.072 28.572 15.205
C 18.462 19.481 18.315
C 18.032 21.567 8.812
C 14.484 13.984 10.406
C 11.329 15.979 14.086
C 21.602 19.473 10.835
C 17.361 23.461 13.624
C 16.117 14.327 16.673
C 14.777 13.852 14.744
C 18.248 25.332 19.363
C 17.411 29.662 14.399
C 20.050 26.180 15.122
C 23.375 27.820 12.289
C 18.670 27.459 18.545
C 17.821 26.401 18.607
C 17.975 18.785 15.717
C 13.644 25.686 18.350
C 12.541 22.867 20.842
C 12.304 17.945 14.994
C 16.480 23.144 14.638
C 20.364 26.348 19.757
C 12.671 24.953 14.485
C 13.725 27.318 13.459
C 13.634 22.313 20.268
C 15.763 21.921 14.692
C 16.994 21.270 12.816
C 15.114 27.226 20.644
C 12.617 27.357 14.288
C 20.511 24.979 11.835
C 15.663 31.033 15.381
C 15.392 13.445 15.946
C 19.294 20.805 9.137
C 21.749 22.947 14.750
C 14.652 15.401 10.415
H 20.174 21.399 9.142
H 14.450 15.402 13.321
H 16.049 26.887 20.263
H 10.991 20.427 10.765
H 17.154 21.028 9.163
H 11.990 23.135 11.525
H 17.217 20.481 12.116
H 18.373 28.414 18.057
H 20.364 26.568 10.448
H 16.863 16.363 16.779
H 7.970 22.518 14.548
H 20.130 24.169 11.194
H 17.940 22.580 9.270
H 17.581 13.123 11.470
H 21.581 25.057 11.913
H 9.822 26.172 10.404
H 11.346 16.441 16.270
H 22.713 27.431 11.539
H 12.555 27.531 11.094
H 12.404 20.610 11.788
H 8.271 23.113 12.911
H 13.153 19.344 13.652
H 10.027 27.629 11.375
H 12.327 21.458 10.228
H 14.626 25.819 17.927
H 21.826 24.004 18.071
H 17.917 21.747 7.770
H 10.420 22.567 18.208
H 17.732 28.317 9.268
H 13.594 13.514 10.102
H 15.461 12.088 10.832
H 12.594 17.920 11.619
H 10.839 26.092 11.935
H 15.050 21.737 15.438
H 15.156 26.113 12.441
H 13.526 23.626 7.508
H 14.342 29.915 16.738
H 10.298 22.739 11.267
H 23.426 28.901 12.401
H 22.978 24.490 15.857
H 14.252 24.021 13.352
H 9.200 23.811 14.285
H 16.199 27.253 9.035
H 19.441 26.504 14.287
H 12.147 28.361 14.483
H 14.295 28.549 22.113
H 15.703 27.565 22.667
H 13.768 15.959 10.165
H 24.381 27.505 12.096
H 18.362 22.640 11.871
H 19.448 19.920 8.598
H 17.881 18.464 14.659
H 19.900 22.588 18.061
H 15.833 19.449 16.115
H 21.340 26.227 20.159
H 14.460 26.449 20.982
H 16.979 31.630 13.821
H 17.999 24.310 13.592
H 20.134 21.852 13.822
H 19.388 25.989 15.946
H 20.238 24.817 12.861
H 20.493 28.349 19.031
H 22.204 18.691 10.359
H 15.859 29.003 21.690
H 12.562 23.139 21.906
H 12.484 21.554 17.246
H 13.822 25.013 19.263
H 23.701 27.462 14.463
H 17.557 27.619 15.235
H 14.478 21.512 18.474
H 16.590 27.841 10.637
H 20.024 18.152 15.599
H 16.479 20.136 18.387
H 15.713 16.994 14.576
H 20.281 27.075 12.166
H 15.573 20.066 13.706
H 11.298 26.260 15.518
H 10.466 23.285 20.592
H 16.677 14.039 17.581
H 18.484 19.717 19.382
H 19.016 21.528 16.020
H 11.510 15.837 11.905
H 15.620 27.939 16.661
H 19.750 24.367 20.508
H 14.412 24.972 8.316
H 22.793 26.196 13.631
H 15.255 12.424 16.254
H 21.793 20.410 10.305
H 11.698 27.615 9.428
H 12.355 24.012 14.889
H 17.995 15.526 11.375
H 13.925 23.552 9.238
H 12.958 25.227 17.694
H 20.604 25.299 14.980
H 21.895 19.600 11.935
H 10.834 14.999 14.164
H 16.882 26.428 17.977
H 18.282 29.608 13.695
*
```

- largest force on an atom (eV/Å) = 3.63
- HOMO (eV) = -9.58
- frontier orbital gap (eV) = 8.51
- calculated total energy (eV) = -240161.7690

Results of the Mulliken charge analysis, in e, for atoms 1 through 5: 1.35 1.27 1.19 0.97 1.20

---

No. 2
Entry from the OMol25 dataset: a single C3H6OS2 molecule at a distorted geometry (ωB97M-V with the def2-TZVPD basis set).

The geometry in ORCA input format:
```
! RIJCOSX wB97M-V def2-TZVPD def2/J DEFGRID3
* xyz 0 1
S 0.083 1.045 -3.006
S 1.267 -1.425 -0.388
O -0.022 -0.201 2.059
C -0.388 0.186 -1.756
C 0.293 0.159 -0.390
C -0.672 0.181 0.814
H -1.494 -0.486 0.606
H -0.983 -0.723 -1.805
H -1.155 1.128 0.868
H 0.536 0.541 2.322
H 1.011 0.995 -0.267
H 1.522 -1.400 0.945
*
```

- energy relative to the best compared isomer or geometry (same formula, charge and spin) (kcal per mole) = 36.1
- SMILES = OC[C@@H](S)C=S
- largest force on an atom (eV/Å) = 2.25
- HOMO (eV) = -9.06
- frontier orbital gap (eV) = 8.42
- calculated total energy (eV) = -26924.8770

Results of the Mulliken charge analysis, in e, for atoms 1 through 5: -0.21 -0.20 -0.51 -0.45 0.14

---

No. 3
Entry from the OMol25 dataset: C4H5AgO3 as an isolated structure at a distorted geometry (ωB97M-V with the def2-TZVPD basis set).

The geometry in ORCA input format:
```
! RIJCOSX wB97M-V def2-TZVPD def2/J DEFGRID3
* xyz 1 2
Ag 2.281 -1.147 0.609
O -0.287 -1.009 1.123
O 0.005 -1.862 -1.997
O -2.378 -1.581 0.616
C -3.581 -0.958 0.352
C 1.938 -1.380 -3.358
C -1.244 -0.993 0.401
C 1.189 -1.690 -2.112
H -3.571 0.111 0.158
H 2.867 -1.965 -3.354
H 2.226 -0.318 -3.322
H -4.421 -1.643 0.345
H 1.335 -1.592 -4.252
*
```

- energy relative to the best compared isomer or geometry (same formula, charge and spin) (kcal per mole) = 81.8
- largest force on an atom (eV/Å) = 5.64
- HOMO (alpha / beta) (eV) = -11.21 / -11.21
- frontier orbital gap (alpha / beta) (eV) = 5.85 / 5.24
- calculated total energy (eV) = -14356.7268

Results of the Mulliken charge analysis, in e, for atoms 1 through 5: 0.72 -0.45 -0.29 -0.02 -0.15